# 1
Here is an isolated molecule of C5H10S at a distorted geometry from the Open Molecules 2025 dataset. Energies are from ωB97M-V/def2-TZVPD.

Values from the calculation:
SMILES   SC1CCCC1

The geometry in ORCA input format:
```
! RIJCOSX wB97M-V def2-TZVPD def2/J DEFGRID3
* xyz 0 1
H -1.74341 -1.13118 0.58300
H -1.35646 1.08110 1.68209
C 0.24153 -0.79030 -0.49304
H 1.02767 -1.90350 -2.54902
H -0.84196 0.62238 -1.42518
H 1.21293 -0.91909 -0.06169
H -0.36209 -1.62234 1.46630
C 0.32238 1.37508 0.23443
H 0.92577 0.87457 -1.77748
S 0.01929 -2.21240 -1.62467
H 0.14163 0.52325 2.19578
C 0.16131 0.59026 -1.04901
H 1.37773 1.33282 0.52811
C -0.46256 0.58175 1.27566
C -0.71686 -0.82452 0.71491
H 0.05310 2.42212 0.29980
*
```

# 2
Here is an isolated molecule of C5H10S at a distorted geometry from the Open Molecules 2025 dataset. Energies are from ωB97M-V/def2-TZVPD.

Values from the calculation:
SMILES   C[C@H](S)C1CC1

The geometry in ORCA input format:
```
! RIJCOSX wB97M-V def2-TZVPD def2/J DEFGRID3
* xyz 0 1
H -0.86442 -1.11327 1.16570
H 1.56094 1.35430 -0.98876
H 1.11455 -2.11900 -0.06872
H 2.18815 0.79386 2.18683
H 1.10935 2.51985 0.26276
H 2.57535 -0.27345 0.74789
S -1.88743 0.02767 -0.67947
H 0.87232 -1.20190 -1.62038
C 1.98864 0.57289 1.03351
C 0.58468 0.36882 0.91544
C -0.38874 -0.76014 0.27239
C 0.41834 -1.62567 -0.67613
H -0.06058 0.42176 2.04414
C 1.28885 1.45398 -0.01853
H -1.25829 1.44568 -0.76554
H -0.38908 -2.32998 -1.25248
*
```

# 3
Here is a cluster of 2 separate species, C5H10S2 in total at a distorted geometry from the Open Molecules 2025 dataset. Energies are from ωB97M-V/def2-TZVPD.

The geometry in ORCA input format:
```
! RIJCOSX wB97M-V def2-TZVPD def2/J DEFGRID3
* xyz 0 1
H -2.16122 -1.01673 -2.45621
C 0.59901 0.72421 -1.25915
H 0.57020 -0.27586 3.39121
C -0.34277 -0.23932 -1.93734
H 0.21597 0.41471 1.00247
H -0.88452 -0.55939 4.32393
C 1.83356 0.93481 -1.86795
C -0.44051 -0.65394 3.33384
H -2.12978 -0.00387 -0.89272
H 2.48224 0.09905 -2.09843
H 0.04852 1.50187 -0.73139
H -0.37317 -1.69604 3.04689
S -1.45820 0.31228 2.17286
H 2.30142 1.91502 -1.83183
S 1.21949 -0.29783 0.31868
H 0.15295 -0.76918 -2.75251
C -1.63320 -0.38979 -1.76234
*
```

# 4
Here is a cluster of 2 separate species, C5H10S2 in total at a distorted geometry from the Open Molecules 2025 dataset. Energies are from ωB97M-V/def2-TZVPD.

Values from the calculation:
SMILES   CSC1=CC1.CS

The geometry in ORCA input format:
```
! RIJCOSX wB97M-V def2-TZVPD def2/J DEFGRID3
* xyz 0 1
H 0.56282 2.68217 0.71170
H 1.29810 -1.51505 -2.03488
C 1.85470 0.38541 -1.11788
S -0.15303 -2.56580 1.12836
H 1.13816 0.01464 -3.05076
H -2.25153 -1.34457 1.05709
H -1.00537 3.31148 0.10600
C -1.75794 -2.00272 1.78416
C 0.57094 0.38795 -0.94390
H 0.35173 3.14551 -1.02685
H 2.83080 0.73388 -0.92787
C 1.14018 -0.44750 -2.03712
C -0.12499 2.75360 -0.13410
S -0.83115 1.10590 -0.35077
H 0.63069 -1.97464 2.15270
H -1.77480 -1.76728 2.87734
H -2.47932 -2.90298 1.80677
*
```

# 5
Here is a cluster of 2 separate species, C5H10S3 in total from the Open Molecules 2025 dataset. Energies are from ωB97M-V/def2-TZVPD.

Values from the calculation:
SMILES   C1SCSCS1.C=C

The geometry in ORCA input format:
```
! RIJCOSX wB97M-V def2-TZVPD def2/J DEFGRID3
* xyz 0 1
H 3.62730 3.58744 0.26552
H 2.74271 -2.09525 2.06355
C 1.61280 4.00866 -0.24217
S 0.37943 -1.91248 1.96050
C 1.30866 1.14811 3.13478
H 3.13565 5.39777 0.25249
H 0.83948 4.76950 -0.39816
C 2.01389 -1.41548 2.54541
H 1.33113 2.95917 -0.38513
H 1.41391 0.85505 4.19708
H -1.66299 -1.03711 2.79197
S -0.41446 0.97337 2.62396
H -0.39268 -0.97652 4.04843
H 1.55431 2.22468 3.05671
C 2.85398 4.34828 0.10954
H 2.08122 -1.57068 3.63940
S 2.52869 0.26650 2.13735
C -0.60060 -0.78755 2.97767
*
```

# 6
Here is an isolated molecule of C5H10Si at a distorted geometry from the Open Molecules 2025 dataset. Energies are from ωB97M-V/def2-TZVPD.

Values from the calculation:
SMILES   CC1(C)C=C1[SiH3]

The geometry in ORCA input format:
```
! RIJCOSX wB97M-V def2-TZVPD def2/J DEFGRID3
* xyz 0 1
H -2.36565 0.03437 -0.51100
H -1.68981 1.26788 0.66959
C 0.68798 0.28433 -1.55999
C -0.39592 -0.06607 -0.57342
C 1.00554 0.35314 -0.21011
C -1.62735 0.81412 -0.38593
H 2.32901 -0.89900 1.67125
H 3.36901 1.10727 0.89862
H -1.54761 -1.71105 0.09680
H 0.21929 -2.03540 -0.03009
C -0.65676 -1.58859 -0.50654
H -1.06935 -2.22164 -1.41963
H 1.23401 0.64158 -2.54650
H -1.87003 1.64840 -1.08148
H 1.55139 0.89392 2.55185
Si 2.12680 0.48401 1.30599
*
```

How do the records compare in ΔE to the lowest compared entry with this formula, charge and spin? In the order shown, they have 11.52; 99.96; 119.15; 72.16; 26.46; 76.15 kcal per mole.
How do the records compare in HOMO level? In the order shown, they have -8.96; -8.96; -7.27; -8.12; -8.74; -8.95 eV.
How do the records compare in electronic energy? In the order shown, they have -16181.9777; -16178.1428; -27012.0196; -27014.0572; -37851.8252; -13220.5360 eV.